50
Properties=species:S:1:pos:R:3:mulliken_charge:R:1 method="wB97M-V/def2-TZVPD" e_above_lowest_kj_mol=111.5 e_homo_ev="-2.59 / -2.59" total_charge=-1 orbital_gap_ev="5.314 / 5.315"
Pd 0.0291 0.0323 0.1773 -0.494
C 2.2460 0.0101 4.3597 -1.634
C 1.8915 0.0071 2.8918 0.714
S 0.1891 0.0596 2.6002 -0.416
C 2.8233 -0.0322 1.9042 0.510
C 4.3041 0.0117 2.1696 -1.403
S 2.4364 -0.1811 0.2245 -0.565
H 1.3297 0.0015 4.9465 0.378
H 2.8172 0.8978 4.6399 0.313
H 2.8266 -0.8755 4.6270 0.339
H 4.5303 0.0392 3.2325 0.347
H 4.7349 0.8951 1.6954 0.254
H 4.7877 -0.8606 1.7286 0.283
Br -1.8720 -1.7893 0.3453 -0.203
C -3.2463 -0.4265 0.1388 0.439
C -4.5491 -0.8642 0.0741 -0.678
C -5.5839 0.0662 0.0041 -0.502
C -5.3023 1.4108 0.0157 -0.860
C -3.9717 1.8750 0.0460 1.016
C -3.6734 3.2490 0.0192 -0.890
C -2.3720 3.6878 0.0779 -0.651
C -1.3223 2.7670 0.1023 -0.146
C -1.5550 1.4020 0.0751 -0.827
C -2.8912 0.9404 0.1118 1.104
H -4.7591 -1.9223 0.0730 0.417
H -6.6067 -0.2802 -0.0557 0.376
H -6.1022 2.1395 0.0113 0.348
H -4.4910 3.9537 -0.0665 0.334
H -2.1560 4.7505 0.0537 0.375
H -0.3004 3.1409 0.0993 0.516
C 0.8064 -1.1070 -2.6837 -0.531
C 0.8488 -1.1043 -4.2318 -0.731
N 0.0578 0.0033 -4.7592 -0.186
C 0.5783 1.2624 -4.2374 -0.722
C 0.5372 1.2599 -2.6907 -0.691
N -0.0372 -0.0036 -2.2176 0.836
C -1.3842 -0.1622 -2.7749 -0.616
C -1.3219 -0.1512 -4.3145 -0.947
H 1.8077 -0.9688 -2.2623 0.183
H 0.3888 -2.0448 -2.2988 0.451
H 0.4357 -2.0313 -4.6414 0.247
H 1.8732 -0.9957 -4.6013 0.361
H -0.0398 2.0665 -4.6482 0.337
H 1.5988 1.3900 -4.6114 0.268
H -0.0817 2.0783 -2.3096 0.356
H 1.5421 1.3506 -2.2650 0.404
H -2.0039 0.6569 -2.4020 0.147
H -1.7962 -1.1069 -2.4123 0.397
H -1.9054 0.6747 -4.7291 0.361
H -1.7070 -1.0841 -4.7324 0.281